Entry from OMol25: a 6-piece molecular cluster, C24H42N6 overall at a distorted geometry (ωB97M-V/def2-TZVPD).

Cartesian coordinates (Å):
1 C 3.089 2.199 -4.153
2 C 1.994 1.244 -3.823
3 C 0.641 1.889 -4.208
4 C 0.350 3.152 -3.537
5 N 0.108 4.183 -3.074
6 H 3.063 3.073 -3.503
7 H 3.241 2.370 -5.219
8 H 3.972 1.638 -3.846
9 H 2.013 1.229 -2.733
10 H 2.085 0.212 -4.164
11 H -0.192 1.192 -4.122
12 H 0.527 2.042 -5.282
13 C -2.872 2.105 -5.992
14 C -4.366 2.535 -5.799
15 C -5.153 2.425 -7.111
16 C -4.918 1.292 -8.018
17 N -4.640 0.482 -8.802
18 H -2.777 1.050 -6.247
19 H -2.299 2.068 -5.065
20 H -2.253 2.702 -6.662
21 H -4.427 3.573 -5.472
22 H -4.941 2.069 -4.999
23 H -5.017 3.349 -7.674
24 H -6.230 2.376 -6.951
25 C 1.842 2.220 3.048
26 C 2.460 0.946 2.586
27 C 3.660 0.494 3.484
28 C 4.825 1.476 3.570
29 N 5.714 2.268 3.683
30 H 2.655 2.937 3.165
31 H 1.378 1.945 3.995
32 H 1.195 2.691 2.309
33 H 2.743 1.025 1.536
34 H 1.754 0.125 2.714
35 H 4.118 -0.473 3.277
36 H 3.243 0.586 4.487
37 C 0.496 -0.577 -0.447
38 C -0.450 0.186 0.590
39 C -1.054 1.437 -0.005
40 C -1.704 1.239 -1.347
41 N -2.254 1.106 -2.354
42 H 0.694 -1.599 -0.122
43 H 1.439 -0.058 -0.617
44 H 0.029 -0.730 -1.420
45 H -0.009 0.412 1.561
46 H -1.314 -0.463 0.732
47 H -0.201 2.093 -0.182
48 H -1.686 1.988 0.691
49 C 0.469 -3.695 2.091
50 C -0.056 -4.808 1.131
51 C 0.422 -6.198 1.460
52 C 0.173 -6.618 2.811
53 N -0.086 -6.898 3.922
54 H 0.314 -2.716 1.638
55 H 1.539 -3.873 2.196
56 H -0.027 -3.794 3.057
57 H 0.407 -4.568 0.174
58 H -1.145 -4.771 1.086
59 H 1.491 -6.174 1.246
60 H -0.057 -6.964 0.850
61 C 0.264 -2.223 5.615
62 C -0.557 -1.265 6.482
63 C -0.386 0.227 6.049
64 C -1.116 0.548 4.821
65 N -1.684 0.827 3.885
66 H 0.087 -2.156 4.542
67 H -0.018 -3.195 6.021
68 H 1.281 -1.951 5.896
69 H -0.141 -1.359 7.485
70 H -1.621 -1.486 6.392
71 H 0.633 0.534 5.811
72 H -0.759 0.852 6.860

Summary:
* DFT total energy: -1268.0858 Ha
* total charge: -1
* ΔE to the lowest compared entry with this formula, charge and spin: 0.6230 eV
* Kohn-Sham gap (spin up / spin down): 0.0659 / 0.3966 Ha
* highest occupied orbital energy (spin up / spin down): 0.4 / -8.6 eV
* 2S+1: 2